55
Properties=species:S:1:pos:R:3:nbo_charge:R:1 method="wB97M-V/def2-TZVPD" homo_ev=-10.47 charge=+1 lumo_energy_ev=-3.1 de_lowest_kcal_mol=2.40 smiles="COc1ccccc1NS(=O)(=O)c1cc(C(=O)NCC[NH+]2CCOCC2)ccc1Cl" fmax_ev_per_a=0.802
C -2.55 -4.95 -1.86 -0.2514
H -1.58 -5.45 -1.99 0.1793
H -3.07 -4.92 -2.82 0.2091
O -2.40 -3.61 -1.47 -0.5121
C -1.83 -3.35 -0.25 0.2652
C -1.30 -4.29 0.61 -0.2852
C -0.76 -3.91 1.82 -0.2066
C -0.74 -2.57 2.19 -0.2143
C -1.26 -1.61 1.33 -0.2538
C -1.81 -1.99 0.12 0.1669
N -2.31 -1.04 -0.78 -0.8921
S -3.18 0.29 -0.27 2.3228
O -4.02 0.67 -1.35 -0.9097
O -3.73 0.09 1.04 -0.9009
C -1.88 1.54 -0.12 -0.3405
C -0.56 1.27 -0.34 -0.1323
C 0.41 2.26 -0.19 -0.1844
C 0.01 3.55 0.20 -0.1691
C -1.32 3.82 0.43 -0.1684
C -2.28 2.82 0.27 -0.0056
Cl -3.93 3.11 0.53 0.1160
H -1.64 4.81 0.73 0.2387
H 0.73 4.34 0.37 0.2100
C 1.81 1.87 -0.42 0.7059
O 2.13 0.67 -0.47 -0.6674
N 2.74 2.84 -0.56 -0.5923
H 2.42 3.80 -0.56 0.4176
C 4.10 2.60 -1.00 -0.2423
H 4.56 3.58 -1.19 0.2458
C 4.95 1.85 0.02 -0.2247
N 4.62 0.41 0.03 -0.4222
C 5.35 -0.37 -0.99 -0.2532
H 5.21 0.08 -1.97 0.2272
C 4.79 -1.80 -0.99 -0.0883
O 4.95 -2.40 0.27 -0.4969
C 4.27 -1.68 1.26 -0.0901
H 4.44 -2.20 2.20 0.2274
C 4.79 -0.24 1.35 -0.2495
H 4.23 0.31 2.10 0.2300
H 5.85 -0.24 1.61 0.2233
H 3.19 -1.66 1.05 0.1879
H 5.35 -2.42 -1.70 0.2275
H 3.73 -1.79 -1.28 0.1843
H 6.41 -0.39 -0.74 0.2236
H 3.54 0.38 -0.22 0.4817
H 4.76 2.26 1.02 0.2319
H 6.01 1.98 -0.21 0.2326
H 4.09 2.05 -1.95 0.2144
H -0.26 0.28 -0.64 0.2658
H -2.70 -1.45 -1.61 0.4473
H -1.28 -0.57 1.62 0.2200
H -0.33 -2.28 3.14 0.2154
H -0.36 -4.66 2.48 0.2208
H -1.32 -5.34 0.35 0.2281
H -3.16 -5.51 -1.14 0.1871


52
Properties=species:S:1:pos:R:3:nbo_charge:R:1 method="wB97M-V/def2-TZVPD" homo_ev=-7.57 lumo_energy_ev=0.6 de_lowest_kcal_mol=21.67 fmax_ev_per_a=0.823
C -5.14 -3.70 -0.39 -0.2413
H -5.63 -4.25 0.42 0.1610
O -5.48 -2.34 -0.35 -0.5361
C -5.10 -1.71 0.84 -0.0582
C -5.45 -0.21 0.79 -0.0892
N -4.71 0.46 -0.25 -0.5083
C -3.50 0.81 -0.14 0.2816
N -2.68 0.68 0.96 -0.4714
N -1.32 0.79 1.00 -0.2616
C -0.72 1.62 0.23 0.2262
C 0.72 1.69 0.24 -0.1738
C 1.61 0.76 0.77 0.2133
N 2.87 1.22 0.57 -0.3355
C 2.83 2.42 -0.09 0.1430
C 1.52 2.74 -0.31 -0.2807
H 1.16 3.63 -0.78 0.2160
C 4.06 3.17 -0.47 -0.6446
H 4.72 2.55 -1.08 0.2202
H 4.61 3.49 0.41 0.2156
H 3.78 4.05 -1.04 0.2333
C 4.07 0.53 0.93 -0.2391
C 4.59 -0.39 -0.16 -0.0741
C 3.90 -0.58 -1.35 -0.1524
C 4.40 -1.42 -2.33 -0.2214
C 5.59 -2.10 -2.13 -0.2012
C 6.29 -1.93 -0.94 -0.2240
C 5.78 -1.08 0.03 -0.0261
Cl 6.66 -0.87 1.51 -0.0012
H 7.22 -2.45 -0.77 0.2285
H 5.98 -2.76 -2.88 0.2197
H 3.85 -1.55 -3.25 0.2190
H 2.97 -0.05 -1.52 0.2222
H 4.85 1.26 1.17 0.2327
H 3.89 -0.06 1.83 0.2349
C 1.33 -0.54 1.42 -0.6670
H 1.56 -0.50 2.49 0.2193
H 0.28 -0.77 1.31 0.2657
H 1.93 -1.34 0.97 0.2147
C -1.49 2.53 -0.69 -0.5871
H -0.87 2.97 -1.46 0.2438
H -2.00 3.31 -0.12 0.2359
S -2.77 1.55 -1.57 0.2710
H -3.01 0.07 1.69 0.3922
C -6.93 -0.03 0.47 -0.5976
H -7.54 -0.50 1.24 0.1964
H -7.17 1.03 0.43 0.2137
H -7.14 -0.48 -0.49 0.2284
H -5.24 0.21 1.79 0.1685
H -5.62 -2.17 1.70 0.1634
H -4.01 -1.84 1.00 0.1539
H -5.48 -4.08 -1.35 0.1953
H -4.05 -3.84 -0.30 0.1628


72
Properties=species:S:1:pos:R:3:mulliken_charge:R:1 method="wB97M-V/def2-TZVPD" homo_ev=-2.24 charge=-1 lumo_energy_ev=2.1 fmax_ev_per_a=0.446
O 6.44 -0.24 -0.87 -0.5005
C 5.70 0.75 -1.59 -0.3148
C 4.83 1.52 -0.59 -0.3027
O 3.76 2.13 -1.26 -0.3016
C 3.80 3.56 -1.38 -0.4421
O 2.91 4.20 -0.57 -0.4202
C 1.54 4.15 -1.04 0.0549
N 0.79 5.18 -0.47 -0.7154
C -0.57 4.96 -0.80 -0.3179
C -1.27 3.98 0.21 -1.0825
C -2.64 3.51 -0.17 1.0116
F -3.52 3.43 0.88 -0.3720
F -3.24 4.34 -1.06 -0.3469
C -2.67 2.12 -0.85 0.4641
F -3.80 1.96 -1.56 -0.3530
F -1.63 2.01 -1.70 -0.0917
C -2.59 0.91 0.14 0.6750
F -1.93 1.28 1.25 -0.3171
F -3.82 0.55 0.49 -0.3087
C -1.81 -0.38 -0.33 0.3757
F -2.13 -1.29 0.61 -0.2900
F -0.50 -0.16 -0.23 -0.2285
C -2.18 -1.04 -1.71 0.8392
F -3.45 -0.72 -1.99 -0.3284
F -2.14 -2.37 -1.52 -0.3388
C -1.26 -0.75 -2.98 0.4108
F -0.29 0.13 -2.72 -0.1981
F -0.68 -1.90 -3.34 -0.3259
C -2.06 -0.26 -4.23 0.6557
F -2.89 -1.25 -4.60 -0.3115
F -2.77 0.84 -3.94 -0.2013
C -1.17 0.11 -5.45 0.5123
F -0.36 -0.90 -5.79 -0.2448
F -1.98 0.35 -6.49 -0.2599
F -0.44 1.19 -5.21 -0.2120
H 6.76 -0.90 -1.49 0.2864
H 6.39 1.43 -2.10 0.2247
H 5.03 0.29 -2.32 0.2865
H 5.43 2.25 -0.03 0.3310
H 4.45 0.79 0.14 0.1567
H 4.81 3.91 -1.12 0.4064
H 3.60 3.77 -2.44 0.3339
H 1.17 3.11 -0.82 -0.0271
H 1.60 4.20 -2.16 0.0178
H -1.14 5.90 -0.79 0.3054
H -0.71 4.53 -1.82 0.2029
H -1.31 4.48 1.18 0.4102
H -0.61 3.11 0.28 0.2198
C -5.49 -6.89 3.32 -0.6351
O -5.27 -5.97 2.25 -0.3279
C -5.05 -4.71 2.66 0.7471
O -5.04 -4.34 3.80 -0.5428
O -4.85 -3.96 1.58 -0.2839
C -4.60 -2.57 1.86 -0.5292
H -5.65 -7.86 2.84 0.2135
H -4.63 -6.94 3.98 0.2923
H -6.37 -6.61 3.90 0.2939
H -3.70 -2.46 2.46 0.3109
H -5.45 -2.13 2.39 0.3578
H -4.47 -2.09 0.90 0.0761
C 6.28 -1.35 4.12 -0.6536
O 5.36 -1.79 3.11 -0.2857
C 4.11 -1.90 3.53 0.7842
O 3.72 -1.69 4.66 -0.5542
O 3.35 -2.29 2.51 -0.3070
C 1.95 -2.37 2.81 -0.6089
H 7.25 -1.29 3.62 0.2113
H 6.00 -0.38 4.50 0.3032
H 6.32 -2.07 4.94 0.2977
H 1.57 -1.39 3.10 0.2933
H 1.78 -3.08 3.62 0.3270
H 1.46 -2.70 1.90 0.1923